DFT (wB97M-V/def2-TZVPD) results for a single C16H26N4O4 molecule.

Properties
Energy relative to the best compared isomer or geometry (same formula, charge and spin): 41.6 kcal/mol
Lowest unoccupied orbital energy: 0.53 eV
SMILES: CCCCN1C(=O)NC(=O)/C(=C(\C)NCCN2CCOCC2)C1=O

```
! RIJCOSX wB97M-V def2-TZVPD def2/J DEFGRID3
* xyz 0 1
C 1.74 3.77 -1.94
C 1.75 2.70 -0.86
C 2.89 2.90 0.13
C 2.86 1.90 1.28
N 3.01 0.53 0.81
C 4.29 0.12 0.51
O 5.26 0.83 0.64
N 4.38 -1.16 0.05
C 3.37 -2.09 -0.17
O 3.69 -3.18 -0.60
C 2.04 -1.61 0.15
C 0.90 -2.41 -0.04
N -0.30 -1.94 0.25
C -1.56 -2.60 0.10
H -1.78 -2.78 -0.96
H -1.55 -3.57 0.61
C -2.65 -1.70 0.70
N -2.63 -0.43 -0.01
C -2.67 0.77 0.81
C -4.08 1.07 1.33
O -4.99 1.19 0.25
C -5.02 0.02 -0.53
H -5.71 0.21 -1.35
C -3.62 -0.32 -1.07
H -3.65 -1.25 -1.64
H -3.29 0.49 -1.74
H -5.40 -0.82 0.07
H -4.12 2.02 1.86
H -4.42 0.27 2.01
H -1.97 0.67 1.64
H -2.34 1.60 0.18
H -3.61 -2.21 0.65
H -2.41 -1.53 1.75
H -0.32 -0.96 0.57
C 0.95 -3.80 -0.57
H 1.96 -4.08 -0.85
H 0.29 -3.89 -1.43
H 0.59 -4.49 0.19
C 1.88 -0.27 0.68
O 0.80 0.21 1.04
H 5.32 -1.49 -0.17
H 3.68 2.10 1.97
H 1.91 1.95 1.81
H 3.85 2.82 -0.38
H 2.82 3.90 0.56
H 0.80 2.70 -0.33
H 1.85 1.72 -1.34
H 0.93 3.61 -2.65
H 1.61 4.76 -1.49
H 2.68 3.77 -2.49
*
```

DFT (wB97M-V/def2-TZVPD) results for a molecular structure, C16H26N4OP2Tb.

Properties
Energy relative to the best compared isomer or geometry (same formula, charge and spin): 0.0 kcal/mol
Lowest unoccupied orbital energy (alpha / beta): -6.44 / -8.87 eV

```
! RIJCOSX wB97M-V def2-TZVPD def2/J DEFGRID3
* xyz 2 8
Tb -0.13 -0.04 0.23
P 0.90 2.34 0.22
P 1.95 -1.65 0.48
N -1.73 0.96 -0.87
N -0.96 -1.76 -0.84
H -3.47 0.37 -1.69
H -2.90 -2.19 -1.28
H -3.19 -0.19 0.02
C -2.75 -0.05 -0.98
H -1.99 -1.31 -2.57
C -2.19 -1.39 -1.49
H -2.45 2.61 -1.71
H -0.83 -3.75 -1.05
C -1.60 2.19 -1.19
C -0.29 -2.88 -0.67
H -0.69 3.96 -0.41
C -0.38 3.03 -0.91
H 0.16 3.24 -1.84
H 2.98 -1.15 -0.33
H 2.30 -1.61 1.85
H 2.20 2.45 -0.30
H 0.80 2.97 1.49
O 1.10 0.46 -1.71
C 0.69 0.11 -3.01
C 1.02 1.27 -3.91
C 1.40 -1.18 -3.36
H -0.41 -0.07 -3.03
H 0.41 2.15 -3.67
H 2.07 1.53 -3.79
H 0.83 0.99 -4.95
H 1.21 -1.97 -2.64
H 1.09 -1.51 -4.34
H 2.48 -0.99 -3.37
C 1.00 -2.97 -0.07
H 1.43 -3.95 0.05
N -2.46 -1.51 3.45
C -2.02 -1.46 2.20
N -1.13 -0.46 2.12
C -1.00 0.16 3.37
C -0.18 1.21 3.79
C -0.31 1.57 5.13
C -1.19 0.90 5.99
C -1.98 -0.17 5.54
C -1.85 -0.51 4.22
H -3.14 -2.16 3.82
H -2.31 -2.13 1.39
H 0.51 1.71 3.08
H 0.29 2.39 5.51
H -1.27 1.19 7.03
H -2.67 -0.74 6.16
*
```

DFT (wB97M-V/def2-TZVPD) results for a molecular structure, C16H26N6O6PbS.

Properties
Energy relative to the best compared isomer or geometry (same formula, charge and spin): 0.0 kcal/mol
Lowest unoccupied orbital energy (alpha / beta): -0.92 / -0.92 eV

```
! RIJCOSX wB97M-V def2-TZVPD def2/J DEFGRID3
* xyz 0 1
O -0.83 -0.56 -4.45
H -0.95 -0.52 -5.42
Pb -0.51 0.20 -1.52
N -0.43 2.19 0.17
N 1.51 1.80 -1.55
N -1.85 -0.86 0.32
N -1.44 -2.05 -1.95
O -1.25 2.21 1.18
O -2.13 -0.23 1.51
O -1.38 -2.72 -3.15
O 2.56 1.43 -2.20
C 1.61 2.91 -0.78
C 0.61 3.06 0.22
C -2.10 -2.17 0.31
C -1.80 -2.83 -0.94
C 0.71 4.05 1.33
H 1.00 3.55 2.27
H -0.25 4.55 1.49
H 1.47 4.81 1.12
C 2.78 3.81 -0.97
H 2.88 4.07 -2.03
H 3.71 3.31 -0.66
H 2.67 4.73 -0.40
C -2.65 -2.92 1.47
C -1.95 -4.29 -1.19
H -3.14 -2.25 2.18
H -1.85 -3.46 2.01
H -3.37 -3.68 1.13
H -1.05 -4.69 -1.69
H -2.80 -4.49 -1.85
H -2.10 -4.83 -0.26
H -1.80 0.72 1.35
H -1.19 -1.96 -3.79
C -1.61 0.79 -3.82
H -0.83 1.52 -3.55
H -2.36 0.45 -3.08
H -2.17 1.21 -4.66
O -3.96 3.16 0.55
H -4.49 2.37 0.41
H -3.07 2.82 0.78
N 2.38 -1.20 -1.66
C 2.29 -1.23 -0.30
N 1.42 -0.53 0.39
C 1.62 -0.65 1.76
C 0.96 0.07 2.76
C 1.27 -0.17 4.09
C 2.25 -1.12 4.44
C 2.94 -1.82 3.44
C 2.63 -1.57 2.11
S 3.35 -2.27 0.66
H 3.07 -1.86 -2.02
H 2.47 -0.22 -2.05
H 0.22 0.81 2.44
H 0.75 0.39 4.87
H 2.48 -1.30 5.49
H 3.71 -2.55 3.67
*
```

DFT (wB97M-V/def2-TZVPD) results for a molecular structure, C16H26N6O6PmS.

Properties
Lowest unoccupied orbital energy (alpha / beta): -4.04 / -4.03 eV

```
! RIJCOSX wB97M-V def2-TZVPD def2/J DEFGRID3
* xyz 1 5
O -2.84 -2.00 -3.20
H -3.75 -2.24 -3.01
Pm -0.55 -0.97 -0.66
N 0.57 -1.95 1.28
N -1.84 -2.21 0.85
N 1.55 0.18 -1.50
N -0.70 0.28 -2.78
O 1.89 -1.99 1.23
O 2.81 0.12 -0.85
O -1.95 0.44 -3.39
O -2.56 -1.13 0.51
C -1.52 -2.35 2.18
C -0.12 -2.31 2.41
C 1.52 1.04 -2.52
C 0.24 1.14 -3.19
C 0.51 -2.54 3.74
H 1.00 -1.63 4.10
H 1.25 -3.35 3.71
H -0.26 -2.81 4.48
C -2.59 -2.44 3.20
H -3.41 -3.06 2.84
H -3.00 -1.44 3.40
H -2.22 -2.86 4.14
C 2.69 1.84 -2.98
C 0.02 2.15 -4.26
H 3.62 1.41 -2.62
H 2.62 2.88 -2.61
H 2.69 1.88 -4.08
H -1.04 2.36 -4.41
H 0.43 1.80 -5.22
H 0.54 3.08 -4.00
H 2.68 -0.50 -0.09
H -2.36 -0.49 -3.35
C -1.94 -2.84 -2.38
H -2.17 -2.83 -1.29
H -0.91 -2.54 -2.64
H -2.04 -3.89 -2.72
O 1.41 -3.14 -1.09
H 2.00 -3.04 -1.86
H 1.92 -2.84 -0.28
N -2.51 1.66 -0.15
C -1.41 2.04 0.56
N -0.40 1.22 0.85
C 0.56 1.88 1.63
C 1.72 1.32 2.16
C 2.56 2.11 2.97
C 2.23 3.44 3.25
C 1.06 4.01 2.72
C 0.24 3.23 1.91
S -1.25 3.71 1.10
H -3.17 2.42 -0.30
H -2.90 0.73 0.05
H 1.94 0.27 1.94
H 3.47 1.68 3.37
H 2.88 4.04 3.89
H 0.77 5.04 2.94
*
```

DFT (wB97M-V/def2-TZVPD) results for a single C16H27 molecule.

Properties
Energy relative to the best compared isomer or geometry (same formula, charge and spin): 0.0 kcal/mol
Lowest unoccupied orbital energy (alpha / beta): 0.95 / 0.04 eV

```
! RIJCOSX wB97M-V def2-TZVPD def2/J DEFGRID3
* xyz 0 2
H -2.27 -2.19 -3.20
C -1.54 -1.49 -2.86
H -0.74 -1.66 -2.12
C -2.18 -0.09 -2.46
C -2.75 0.41 -1.30
C -3.21 1.85 -1.36
C -3.00 -0.36 -0.06
C -1.82 -0.44 0.90
H -0.92 -0.77 0.36
H -1.60 0.56 1.27
C -2.11 -1.37 2.04
C -1.60 -1.29 3.26
C -1.97 -2.34 4.30
C -0.64 -0.18 3.66
C -1.33 1.09 4.18
H -0.58 1.87 4.39
H -2.04 1.49 3.44
H -1.88 0.89 5.10
H -2.18 0.69 -3.28
H -3.77 2.11 -0.46
H -2.35 2.53 -1.42
H -3.85 2.06 -2.22
H -3.78 0.22 0.42
H -3.37 -1.37 -0.26
H -2.85 -2.15 1.81
H -1.33 -2.25 5.19
H -3.03 -2.23 4.62
H -1.86 -3.35 3.88
H 0.03 -0.56 4.43
H -0.03 0.09 2.78
H 2.87 -2.19 -4.35
C 1.82 -1.96 -4.30
C 0.93 -2.60 -5.10
C -0.45 -2.39 -5.12
C -0.96 -1.27 -4.17
C -1.31 -2.88 -6.23
H 1.46 -1.28 -3.54
H 1.28 -3.34 -5.83
H -1.70 -0.69 -4.76
H -0.11 -0.66 -3.92
H -0.98 -3.87 -6.53
H -2.35 -2.92 -5.95
H -1.23 -2.27 -7.15
*
```

DFT (wB97M-V/def2-TZVPD) results for a molecular structure, C16H27BBaN11.

Properties
Energy relative to the best compared isomer or geometry (same formula, charge and spin): 14.7 kcal/mol
Lowest unoccupied orbital energy: -2.63 eV

```
! RIJCOSX wB97M-V def2-TZVPD def2/J DEFGRID3
* xyz 1 1
Ba 1.63 -0.39 -1.16
C 1.91 2.03 3.21
C 2.02 0.87 2.48
N 1.43 0.90 1.29
N 0.85 2.20 1.25
C 1.24 2.86 2.33
B 0.65 3.00 -0.04
N -0.56 2.50 -0.90
C -1.72 3.17 -1.01
C -2.68 2.32 -1.58
C -1.97 1.15 -1.80
N -0.71 1.25 -1.31
N 1.94 3.19 -0.87
C 2.76 4.29 -0.90
C 3.88 3.97 -1.62
C 3.74 2.58 -1.96
N 2.60 2.12 -1.47
H 2.36 2.25 4.13
H 2.39 -0.08 2.87
H 1.01 3.88 2.41
H 0.22 4.03 0.26
H -1.82 4.29 -0.84
H -3.65 2.72 -1.77
H -2.37 0.30 -2.29
H 2.52 5.20 -0.37
H 4.67 4.62 -2.03
H 4.47 1.88 -2.42
N 3.17 -2.34 -0.04
N 3.76 -2.42 -1.37
H 3.78 -2.58 0.72
H 2.44 -3.08 0.11
H 3.53 -3.37 -1.75
H 4.80 -2.29 -1.37
C -3.66 -0.51 1.14
C -2.30 0.10 1.53
N -1.24 -0.85 1.32
C -1.26 -1.90 0.47
N -0.13 -2.32 -0.17
C -0.15 -3.64 -0.82
C -1.54 -3.95 -1.45
C -2.52 -3.91 -0.26
N -2.43 -2.61 0.49
C -3.58 -2.03 1.32
H -3.78 -0.25 0.06
H -4.52 -0.13 1.66
H -2.36 0.43 2.51
H -2.13 1.00 0.95
H -0.37 -0.40 1.39
H 0.15 -4.41 -0.06
H 0.67 -3.65 -1.57
H -1.60 -4.94 -1.78
H -1.77 -3.20 -2.18
H -2.26 -4.86 0.34
H -3.60 -4.07 -0.48
H -3.44 -2.34 2.37
H -4.48 -2.55 1.02
*
```

DFT (wB97M-V/def2-TZVPD) results for a molecular structure, C16H27N2O3.

Properties
Energy relative to the best compared isomer or geometry (same formula, charge and spin): 366.5 kcal/mol
Lowest unoccupied orbital energy: -2.32 eV

```
! RIJCOSX wB97M-V def2-TZVPD def2/J DEFGRID3
* xyz 1 1
C -3.97 -3.23 1.20
H -4.35 -4.17 0.84
H -3.00 -3.37 1.70
C -3.58 -2.51 -0.18
N -3.22 -1.28 -0.03
C -2.03 -1.08 0.85
C -1.86 0.33 1.41
N -1.80 1.36 -0.06
H -1.07 1.04 -0.68
C -3.03 1.15 -0.65
C -3.31 -0.06 -1.04
H -4.31 -0.27 -1.67
H -2.43 -0.72 -1.89
H -3.05 1.92 -1.49
H -3.88 1.48 -0.10
C -1.50 2.71 0.51
H -1.83 2.85 1.40
H -1.88 3.35 -0.31
C 0.20 3.06 0.37
C 0.74 2.64 -0.80
O 0.46 1.26 -1.41
C 1.26 0.32 -0.86
C 2.51 0.46 -0.19
C 3.24 -0.73 0.19
C 2.92 -1.85 -0.74
C 1.86 -2.09 -1.27
C 1.01 -1.20 -1.53
H 0.16 -0.92 -2.18
H 1.42 -3.11 -1.56
H 3.55 -2.94 -0.23
O 4.40 -0.43 0.73
C 5.23 -1.64 0.95
H 4.79 -2.35 1.67
H 5.66 -2.17 0.14
H 6.03 -1.25 1.68
H 2.90 1.48 0.20
H 1.87 2.79 -1.04
H 0.34 3.26 -1.43
O 0.57 2.23 1.52
H 1.38 2.57 1.82
H 0.35 3.95 0.77
H -0.96 0.64 2.00
H -2.68 0.71 1.93
H -2.04 -1.76 1.71
H -1.23 -1.25 0.09
H -2.68 -3.08 -0.70
H -4.43 -2.55 -0.77
H -4.59 -2.78 1.74
*
```

DFT (wB97M-V/def2-TZVPD) results for 5 unconnected molecules or ions with the total composition C16H28Cl16OSi.

Properties
Lowest unoccupied orbital energy: 0.08 eV
SMILES: CCCCCCCCC[SiH2]C[C@@H](C)O.ClC(Cl)(Cl)Cl.ClC(Cl)(Cl)Cl.ClC(Cl)(Cl)Cl.ClC(Cl)(Cl)Cl

```
! RIJCOSX wB97M-V def2-TZVPD def2/J DEFGRID3
* xyz 0 1
C 5.58 -1.99 0.58
C 4.23 -1.23 0.50
C 3.08 -2.11 -0.13
C 3.44 -2.52 -1.60
C 2.17 -2.85 -2.44
C 1.42 -1.59 -2.97
C 0.15 -1.27 -2.07
C 0.04 0.28 -1.95
C -1.21 0.80 -1.17
Si -1.49 -0.04 0.52
C -2.72 -1.49 0.50
C -3.84 -1.42 -0.61
C -3.83 -2.77 -1.40
O -5.13 -1.25 0.00
H 5.46 -2.81 1.32
H 6.36 -1.32 1.00
H 5.87 -2.40 -0.40
H 4.35 -0.34 -0.15
H 3.94 -0.89 1.51
H 2.19 -1.45 -0.13
H 2.88 -3.01 0.48
H 4.06 -1.71 -2.04
H 4.12 -3.40 -1.52
H 2.44 -3.47 -3.32
H 1.47 -3.45 -1.82
H 2.11 -0.73 -2.80
H 1.16 -1.64 -4.04
H -0.72 -1.74 -2.56
H 0.36 -1.77 -1.10
H 1.01 0.68 -1.58
H -0.05 0.67 -2.99
H -1.02 1.88 -0.96
H -2.07 0.78 -1.86
H -1.91 0.93 1.53
H -0.20 -0.58 1.01
H -3.25 -1.48 1.47
H -2.22 -2.48 0.46
H -3.74 -0.57 -1.30
H -4.36 -2.63 -2.36
H -2.77 -3.05 -1.58
H -4.29 -3.54 -0.76
H -5.32 -2.07 0.46
C -1.21 4.05 2.59
Cl -2.43 4.79 3.65
Cl -1.95 3.65 1.03
Cl 0.11 5.20 2.34
Cl -0.58 2.59 3.36
C 3.67 -6.51 -3.40
Cl 2.60 -5.81 -4.62
Cl 5.09 -5.47 -3.18
Cl 2.80 -6.65 -1.86
Cl 4.20 -8.12 -3.92
C -3.40 6.63 7.54
Cl -4.61 7.35 8.62
Cl -4.15 6.22 5.99
Cl -2.08 7.79 7.27
Cl -2.75 5.16 8.28
C -2.60 8.03 0.52
Cl -3.35 6.79 -0.51
Cl -3.31 9.61 0.13
Cl -2.91 7.65 2.22
Cl -0.86 8.08 0.22
*
```

DFT (wB97M-V/def2-TZVPD) results for a molecular structure, C16H28Cl22F5IN3O.

Properties
Lowest unoccupied orbital energy: -3.99 eV

```
! RIJCOSX wB97M-V def2-TZVPD def2/J DEFGRID3
* xyz 1 1
O 2.22 -0.71 2.97
N 1.68 -0.63 1.72
C 0.91 -1.60 1.28
N 0.27 -1.54 -0.05
C -0.88 -2.55 -0.12
I -2.67 -1.69 -1.04
C -0.96 -2.92 1.44
N 0.47 -2.84 1.92
C 1.25 -4.06 1.74
F 0.49 -5.14 1.21
F 1.66 -4.51 3.02
C 2.54 -3.96 0.83
F 3.56 -3.14 1.35
F 2.27 -3.67 -0.52
F 3.11 -5.25 0.80
H 3.20 -0.87 2.80
H 1.89 0.23 1.18
H -0.30 -0.66 0.05
H -0.38 -3.41 -0.67
H -1.55 -2.07 1.94
H -1.55 -3.83 1.76
C 6.33 0.25 2.42
Cl 7.66 0.35 3.58
Cl 5.06 -0.83 3.02
H 5.91 1.24 2.28
H 6.70 -0.14 1.48
C -4.74 1.14 1.46
Cl -3.32 0.22 1.96
Cl -4.28 2.58 0.55
H -5.37 0.51 0.83
H -5.30 1.44 2.34
C -3.14 4.82 -1.94
Cl -2.50 3.43 -2.83
Cl -4.12 5.85 -2.99
H -3.76 4.46 -1.13
H -2.31 5.40 -1.55
C -5.50 -0.60 5.40
Cl -4.86 -1.97 4.49
Cl -6.49 0.44 4.38
H -6.12 -0.98 6.22
H -4.67 -0.02 5.81
C -0.81 3.73 0.39
Cl 0.27 5.07 0.79
Cl -0.23 2.21 1.08
H -1.80 3.94 0.78
H -0.86 3.63 -0.70
C 4.81 -8.00 1.36
Cl 4.64 -8.95 2.84
Cl 4.75 -9.03 -0.07
H 4.00 -7.28 1.31
H 5.77 -7.48 1.38
C -6.08 4.25 -5.48
Cl -5.52 2.59 -5.77
Cl -7.74 4.27 -4.90
H -5.43 4.71 -4.73
H -6.02 4.81 -6.41
C -6.63 -2.23 -3.18
Cl -5.37 -1.10 -2.68
Cl -6.42 -3.81 -2.40
H -7.60 -1.83 -2.91
H -6.57 -2.36 -4.26
C 3.67 -0.73 -1.28
Cl 2.58 0.59 -1.72
Cl 4.94 -0.16 -0.19
H 3.10 -1.51 -0.78
H 4.13 -1.13 -2.18
C 7.64 2.82 -0.96
Cl 8.18 1.74 0.33
Cl 6.58 1.98 -2.11
H 7.09 3.65 -0.52
H 8.51 3.19 -1.50
C 0.91 6.02 -2.92
Cl 0.91 4.25 -2.98
Cl -0.57 6.68 -3.63
H 0.98 6.34 -1.89
H 1.76 6.39 -3.48
*
```

Number 1: largest force on an atom 0.5 eV/Å. Number 2: largest force on an atom 3.0 eV/Å. Number 3: largest force on an atom 4.5 eV/Å. Number 4: largest force on an atom 3.8 eV/Å. Number 5: largest force on an atom 4.2 eV/Å. Number 6: largest force on an atom 3.0 eV/Å. Number 7: largest force on an atom 18.8 eV/Å. Number 8: largest force on an atom 1.7 eV/Å. Number 9: largest force on an atom 4.1 eV/Å.